(1)
Entry from the Open Molecules 2025 dataset: one molecule with the formula C5H7NO (the ωB97M-V functional and the def2-TZVPD basis).

Bonds (Å) are listed after each position.
Positions of all 14 atoms, in Å:
1 O 1.79009 1.31033 -1.82539  C2 1.199
2 C 1.10921 0.60121 -1.13850  O1 1.199, C3 1.540, C7 1.537
3 C 1.29437 -0.05770 0.24077  C2 1.540, N4 1.477, H8 1.099, H9 1.106
4 N 0.00798 -0.75209 0.03084  C3 1.477, C5 1.475, C7 1.504
5 C -1.03360 -0.68289 1.07236  N4 1.475, C6 1.501, H10 1.099, H11 1.097
6 C -1.67185 0.64354 0.77999  C5 1.501, H12 1.118
7 C -0.28723 -0.03132 -1.25532  C2 1.537, N4 1.504, H13 1.097, H14 1.096
8 H 2.14379 -0.75120 0.31546  C3 1.099
9 H 1.36029 0.67015 1.07157  C3 1.106
10 H -0.52889 -0.77225 2.04447  C5 1.099
11 H -1.71070 -1.53392 0.92559  C5 1.097
12 H -0.88708 1.39524 1.04303  C6 1.118
13 H -1.12443 0.67683 -1.21233  C7 1.097
14 H -0.46194 -0.71593 -2.09254  C7 1.096

Its total energy is -8830.164 eV.

(2)
Entry from the Open Molecules 2025 dataset: one molecule with the formula C6H8S2 (the ωB97M-V functional and the def2-TZVPD basis).

Bonds (Å) are listed after each position.
Positions of all 16 atoms, in Å:
1 C -0.93051 -0.29649 -0.43256  C2 1.533, C6 1.505, H8 1.103, S15 1.830
2 C -0.58231 1.07050 0.16853  C1 1.533, C3 1.513, H9 1.102, H10 1.103
3 C 0.85726 1.49580 -0.01823  C2 1.513, C4 1.332, H11 1.090
4 C 1.92859 0.79600 -0.38723  C3 1.332, H12 1.093, S16 1.774
5 C 0.97072 -1.76411 0.26497  C6 1.330, H13 1.090, S16 1.764
6 C -0.31669 -1.43875 0.33066  C1 1.505, C5 1.330, H14 1.093
7 H -3.05595 -0.28371 0.63494  S15 1.341
8 H -0.53236 -0.31523 -1.46120  C1 1.103
9 H -0.84736 1.10521 1.23791  C2 1.102
10 H -1.21928 1.82681 -0.32017  C2 1.103
11 H 1.02716 2.56778 0.08025  C3 1.090
12 H 2.85952 1.34369 -0.55335  C4 1.093
13 H 1.34324 -2.63384 0.80532  C5 1.090
14 H -0.97919 -2.03043 0.96805  C6 1.093
15 S -2.73539 -0.51139 -0.64673  C1 1.830, H7 1.341
16 S 2.21256 -0.93185 -0.67115  C4 1.774, C5 1.764

Its total energy is -28021.014 eV. Its structure (SMILES) is S[C@@H]1C=CSC=CC1.

(3)
Entry from the Open Molecules 2025 dataset: one molecule with the formula C4H9NO (the ωB97M-V functional and the def2-TZVPD basis).

Bonds (Å) are listed after each position.
Positions of all 15 atoms, in Å:
1 C 1.76601 0.44752 0.32346  C2 1.526, H7 1.093, H8 1.096, H9 1.096
2 C 0.67082 -0.24690 -0.48150  C1 1.526, O3 1.404, C4 1.535, H10 1.095
3 O 0.53523 -1.59353 -0.10656  C2 1.404, H11 0.973
4 C -0.66277 0.48868 -0.29319  C2 1.535, C5 1.855, N6 1.469, H12 1.091, H14 1.169
5 C -2.28876 -0.40366 -0.28379  C4 1.855, N6 1.433, H13 1.107
6 N -1.44103 -0.06766 0.82203  C4 1.469, C5 1.433, H15 1.016
7 H 2.69762 -0.11816 0.24146  C1 1.093
8 H 1.94708 1.46720 -0.03467  C1 1.096
9 H 1.48839 0.49611 1.38259  C1 1.096
10 H 0.94473 -0.25126 -1.54193  C2 1.095
11 H 0.01792 -1.57719 0.71699  O3 0.973
12 H -0.57974 1.57312 -0.20725  C4 1.091
13 H -1.84748 -1.34124 -0.67191  C5 1.107
14 H -1.38418 0.43366 -1.21105  C4 1.169
15 H -1.86384 0.69332 1.34531  N6 1.016

Its total energy is -7827.368 eV.

(4)
Entry from the Open Molecules 2025 dataset: a 5-piece molecular cluster, C7H25NO4 overall at a distorted geometry (the ωB97M-V functional and the def2-TZVPD basis).

Bonds (Å) are listed after each position.
Positions of all 37 atoms, in Å:
1 C 2.36408 -0.58623 -0.16877  C2 1.503, C5 1.504, H9 1.304, H10 1.128
2 C 2.03007 -0.38005 -1.61950  C1 1.503, C3 1.553, H11 1.117, H12 1.055
3 C 0.82574 0.50020 -2.05162  C2 1.553, C4 1.507, H13 1.236, H14 1.145
4 C 0.97650 1.99246 -1.90370  C3 1.507, H15 1.118, H16 1.069, H17 1.131
5 C 1.24458 -0.34223 0.80502  C1 1.504, N6 1.552, H18 1.245, H19 1.078
6 N 0.18163 -1.47101 0.88249  C5 1.552, C7 1.567, C8 1.428
7 C 0.42893 -2.78419 0.06425  N6 1.567, H20 1.070, H21 1.157, H22 1.076
8 C -0.29090 -1.65507 2.21718  N6 1.428, H23 1.154, H24 1.141, H25 1.056
9 H 3.03573 -1.65613 0.15386  C1 1.304
10 H 3.05184 0.21672 0.22529  C1 1.128
11 H 1.76934 -1.39833 -1.99818  C2 1.117
12 H 2.76561 0.04686 -2.24353  C2 1.055
13 H -0.26104 0.08326 -1.63599  C3 1.236
14 H 0.43339 0.48961 -3.12741  C3 1.145
15 H 1.74382 2.11924 -1.10039  C4 1.118
16 H 1.19240 2.56073 -2.78299  C4 1.069
17 H 0.12359 2.53847 -1.39946  C4 1.131
18 H 0.69088 0.70491 0.42028  C5 1.245
19 H 1.55053 -0.13449 1.81758  C5 1.078
20 H 0.65341 -2.48748 -0.93932  C7 1.070
21 H -0.48069 -3.48368 0.21282  C7 1.157
22 H 1.29566 -3.19230 0.55449  C7 1.076
23 H 0.31864 -2.30221 2.95370  C8 1.154
24 H -1.30186 -2.18389 2.22641  C8 1.141
25 H -0.53171 -0.76420 2.73124  C8 1.056
26 H 0.26648 3.01632 2.02030  O28 1.074
27 H -1.26871 2.55168 2.20079  O28 1.031
28 O -0.45717 2.80124 2.78489  H26 1.074, H27 1.031
29 H -2.63934 0.44929 1.19395  O31 0.855
30 H -2.62951 2.06206 0.99643  O31 1.052
31 O -2.57259 1.19982 1.59721  H29 0.855, H30 1.052
32 H -3.12164 1.04302 -1.45041  O34 0.899
33 H -1.96589 2.17098 -1.38954  O34 1.096
34 O -2.98075 1.86437 -1.11215  H32 0.899, H33 1.096
35 H -2.88119 -1.59967 -0.34156  O37 0.977
36 H -1.39120 -0.94238 -0.07527  O37 1.014
37 O -2.16865 -1.04772 -0.71838  H35 0.977, H36 1.014

Its total energy is -17340.119 eV. Its structure (SMILES) is CCCCCN(C)C.O.O.O.O.